{
  "formula": "C42H61CsF4N7PS4",
  "method": "ωB97M-V/def2-TZVPD",
  "mol_weight_g_mol": 1032.14,
  "e_above_lowest_ev": 0.1137,
  "gap_ev": 5.94,
  "homo_ev": -5.93,
  "symbols": ["Cs", "C", "C", "S", "C", "C", "S", "C", "C", "S", "C", "C", "S", "H", "H", "H", "H", "H", "H", "H", "H", "H", "H", "H", "H", "H", "H", "H", "H", "C", "N", "C", "C", "N", "C", "C", "C", "C", "C", "C", "N", "C", "N", "C", "C", "C", "C", "C", "C", "N", "H", "H", "H", "H", "H", "H", "H", "H", "H", "H", "H", "H", "H", "H", "H", "C", "C", "N", "C", "C", "C", "C", "N", "C", "C", "F", "C", "F", "C", "C", "F", "C", "F", "H", "H", "H", "H", "H", "H", "H", "H", "H", "H", "H", "H", "H", "H", "H", "C", "C", "P", "C", "C", "C", "C", "H", "H", "H", "H", "H", "H", "H", "H", "H", "H", "H", "H", "H", "H", "H"],
  "positions_angstrom": [[0.819187, -0.457325, 0.721126], [1.815682, 3.937973, 2.333860], [0.292428, 3.977190, 2.294626], [-0.328792, 2.854346, 1.029578], [-2.013506, 3.463640, 0.885363], [-2.848794, 3.428065, 2.163514], [-3.031355, 1.784305, 2.908508], [-2.297915, 2.001558, 4.556684], [-1.426640, 0.811250, 4.947225], [0.089489, 0.641339, 3.982219], [1.157762, 1.797994, 4.869976], [2.520613, 1.934505, 4.194669], [2.563377, 2.293382, 2.419630], [2.189917, 4.540434, 3.164849], [2.209136, 4.376706, 1.415445], [-0.031375, 4.994607, 2.054538], [-0.122160, 3.707050, 3.265472], [-2.466450, 2.829903, 0.120477], [-2.008378, 4.485169, 0.493687], [-3.842575, 3.818466, 1.935847], [-2.422303, 4.093235, 2.914891], [-3.096284, 2.119305, 5.291815], [-1.709070, 2.919350, 4.563483], [-1.981133, -0.120083, 4.816695], [-1.170193, 0.870218, 6.007570], [1.321618, 1.429235, 5.885347], [0.670096, 2.771773, 4.948255], [3.072382, 0.999200, 4.287252], [3.095285, 2.702822, 4.715917], [-1.735583, 1.125862, -3.439917], [-0.594518, 0.282534, -3.152109], [0.021227, -0.386322, -4.293031], [0.200959, -1.862255, -4.094274], [-0.766074, -2.714726, -3.917658], [-0.140445, -3.949336, -3.807320], [-0.686158, -5.207884, -3.558938], [0.178687, -6.280661, -3.469980], [1.565330, -6.118779, -3.628877], [2.124233, -4.879705, -3.874759], [1.243730, -3.806556, -3.956614], [1.435699, -2.451614, -4.142535], [-1.566766, 2.515693, -2.913205], [-0.445894, 3.031040, -2.506094], [-0.769255, 4.326038, -2.111126], [0.035206, 5.312274, -1.546909], [-0.559125, 6.508446, -1.193945], [-1.930347, 6.732913, -1.402336], [-2.742764, 5.765621, -1.963105], [-2.133758, 4.562622, -2.303046], [-2.626471, 3.377313, -2.819481], [-2.654326, 0.707619, -3.006593], [-1.911440, 1.188535, -4.520148], [0.104635, 0.805016, -2.638543], [0.989035, 0.062652, -4.544199], [-0.613191, -0.264933, -5.173542], [-1.754521, -5.329524, -3.435101], [-0.214477, -7.269227, -3.272003], [2.210735, -6.983238, -3.545366], [3.194335, -4.754621, -3.974874], [2.316272, -1.972244, -4.210776], [1.088881, 5.129479, -1.384278], [0.040178, 7.293780, -0.751994], [-2.358874, 7.685382, -1.119392], [-3.799683, 5.939218, -2.118319], [-3.580219, 3.169336, -3.057351], [-0.487049, -3.251336, 2.623111], [-0.395116, -3.541370, 1.125047], [0.920907, -4.007890, 0.733029], [1.110975, -5.408621, 1.077330], [2.562313, -5.851529, 1.028402], [1.317683, -3.682729, -0.633728], [2.732785, -3.046767, -0.728302], [2.929831, -2.084919, 0.332797], [3.862618, -2.290811, 1.256049], [3.726298, -1.622461, 2.506414], [2.606733, -0.849340, 2.658408], [4.575293, -1.746820, 3.570271], [4.285916, -1.067167, 4.706989], [5.697706, -2.555165, 3.519388], [5.888680, -3.214497, 2.317416], [6.974545, -4.003224, 2.175953], [5.040505, -3.097060, 1.237484], [5.399851, -3.756365, 0.103672], [-1.310347, -2.564671, 2.838932], [0.447963, -2.800717, 2.967280], [-0.651795, -4.154239, 3.212130], [-0.603121, -2.616837, 0.584092], [-1.190214, -4.245804, 0.817463], [0.502849, -6.051103, 0.411444], [0.727772, -5.560956, 2.088667], [2.952498, -5.850081, 0.010153], [2.658550, -6.867193, 1.415959], [3.186360, -5.188950, 1.630346], [0.580819, -2.989879, -1.062543], [1.270055, -4.573385, -1.274527], [2.783217, -2.550437, -1.709063], [3.476454, -3.840681, -0.761951], [6.376950, -2.660252, 4.349692], [-4.051107, -3.368049, -1.934521], [-2.915341, -2.454624, -1.487347], [-3.224743, -1.291139, -0.092320], [-3.964282, -2.427024, 1.162076], [-4.272983, -1.754713, 2.495954], [-4.735187, -0.420256, -0.726889], [-5.012835, 0.924827, -0.062589], [-3.779225, -3.889004, -2.854556], [-4.966226, -2.809089, -2.138844], [-4.286344, -4.124948, -1.184823], [-2.569134, -1.841545, -2.323676], [-2.037279, -3.048916, -1.220037], [-3.239870, -3.232911, 1.310571], [-4.865830, -2.892423, 0.752828], [-3.393543, -1.238321, 2.885874], [-4.597262, -2.485755, 3.238493], [-5.064361, -1.009398, 2.399872], [-5.607669, -1.074174, -0.640591], [-4.570611, -0.273327, -1.800009], [-5.204440, 0.822489, 1.005898], [-5.878919, 1.417912, -0.509760], [-4.153995, 1.590183, -0.168794]],
  "atomic_forces_ev_per_a": [[-1.054, 0.943, -0.490], [0.009, 0.066, -0.018], [0.061, 0.028, 0.056], [-0.013, 0.123, -0.043], [-0.063, 0.001, -0.013], [0.025, 0.088, -0.008], [-0.010, -0.043, -0.022], [0.031, 0.008, 0.057], [-0.052, 0.024, 0.016], [-0.041, -0.117, 0.169], [0.068, 0.070, -0.010], [-0.002, -0.026, 0.047], [0.011, 0.014, 0.109], [-0.004, -0.010, 0.006], [0.002, -0.018, -0.007], [-0.012, -0.009, -0.019], [-0.011, -0.012, -0.004], [0.010, 0.001, 0.006], [0.032, 0.004, 0.022], [-0.008, -0.034, -0.002], [0.000, -0.006, 0.001], [-0.002, 0.004, -0.010], [0.004, 0.003, -0.020], [0.015, 0.001, -0.040], [0.016, 0.006, -0.005], [-0.012, -0.005, -0.004], [-0.014, -0.006, -0.021], [-0.007, -0.004, -0.026], [0.004, 0.006, -0.015], [-0.108, -0.078, 0.049], [0.213, -0.083, 0.004], [-0.005, 0.017, -0.037], [-0.016, 0.020, -0.054], [0.060, -0.018, 0.000], [-0.076, -0.012, -0.029], [-0.005, -0.006, -0.007], [0.037, 0.009, -0.004], [-0.017, -0.015, 0.014], [-0.018, 0.001, 0.004], [0.078, 0.036, 0.027], [-0.011, -0.021, 0.011], [0.028, -0.075, 0.011], [-0.045, 0.044, -0.006], [0.074, -0.038, 0.035], [0.018, -0.002, -0.003], [-0.041, 0.000, -0.012], [0.035, 0.014, 0.004], [0.006, -0.013, 0.000], [-0.072, 0.006, -0.025], [0.007, 0.032, 0.016], [0.009, -0.018, -0.004], [0.004, 0.010, -0.003], [-0.147, 0.145, -0.050], [0.002, -0.017, 0.014], [-0.005, 0.014, 0.002], [0.002, 0.005, 0.002], [0.001, -0.003, 0.000], [0.000, -0.003, -0.004], [0.004, 0.011, -0.001], [0.002, -0.012, -0.007], [0.001, -0.004, 0.000], [0.000, 0.004, -0.003], [0.000, 0.002, 0.003], [-0.002, -0.007, -0.002], [0.003, 0.003, -0.001], [0.005, -0.045, 0.027], [-0.008, -0.050, -0.009], [-0.005, -0.084, -0.002], [-0.038, -0.008, -0.029], [0.044, -0.012, 0.003], [-0.037, 0.036, 0.021], [-0.028, -0.048, 0.036], [0.803, -0.435, -0.159], [-0.042, -0.126, -0.035], [0.044, -0.057, -0.048], [0.393, 0.001, 0.540], [0.018, 0.022, -0.011], [0.017, -0.011, -0.006], [-0.005, 0.004, 0.010], [0.014, -0.021, -0.051], [-0.016, 0.019, 0.016], [-0.001, -0.004, 0.006], [0.010, 0.005, 0.009], [-0.024, -0.021, -0.007], [-0.059, 0.042, -0.020], [0.016, -0.007, -0.010], [-0.170, -0.265, -0.036], [-0.006, -0.003, 0.033], [0.011, -0.007, 0.003], [0.024, 0.024, 0.010], [-0.004, 0.008, -0.006], [-0.011, -0.002, -0.006], [-0.005, 0.001, 0.005], [0.023, 0.019, 0.080], [0.027, 0.006, -0.010], [0.009, -0.017, -0.024], [-0.038, -0.035, 0.038], [0.009, 0.002, -0.003], [-0.029, -0.012, -0.005], [0.005, 0.032, -0.041], [0.098, 0.049, 0.003], [-0.054, -0.079, -0.029], [0.006, 0.030, 0.020], [-0.040, -0.021, -0.057], [0.006, 0.034, 0.016], [0.024, 0.008, 0.004], [0.000, 0.002, -0.011], [0.006, 0.010, 0.016], [-0.027, 0.008, 0.024], [-0.014, -0.028, 0.019], [0.020, 0.013, 0.013], [0.005, 0.006, 0.011], [0.005, -0.008, 0.000], [-0.004, -0.004, -0.003], [0.009, 0.002, -0.009], [0.006, -0.003, 0.010], [0.004, 0.005, 0.008], [0.006, -0.010, 0.002], [-0.009, -0.015, -0.001], [0.007, 0.004, -0.013]]
}